Entry from the OMol25 dataset: C59H63FeGeN5O4SSi2Te as an isolated structure (ωB97M-V with the def2-TZVPD basis set).

Values from the calculation:
* net charge: 0
* orbital gap (spin up / spin down): 5.943 / 6.033 eV

Geometry (Å):
Fe 0.19209 -0.96960 -0.45978
C 2.01855 3.14198 -1.55958
C 3.37529 2.84837 -1.55174
C 3.75752 1.53279 -1.41199
C 2.77774 0.54729 -1.30484
N 1.47513 0.82444 -1.38981
C 1.11566 2.09995 -1.48634
C 3.09487 -0.82906 -0.93305
C 4.35334 -1.40037 -1.07897
C 4.59545 -2.63704 -0.50240
C 3.58925 -3.24386 0.22243
C 2.32850 -2.65938 0.26900
N 2.08199 -1.48480 -0.35080
C 1.18873 -3.22888 0.97861
C 1.10017 -4.55158 1.40836
C -0.02720 -4.96768 2.08790
C -1.03627 -4.04633 2.34540
C -0.89853 -2.76670 1.84001
N 0.16865 -2.37094 1.15709
H 1.65899 4.15894 -1.62203
H 4.11166 3.63625 -1.62807
H 4.80240 1.26618 -1.34227
H 0.04794 2.27377 -1.48865
H 5.13203 -0.88662 -1.62244
H 5.56612 -3.10326 -0.59826
H 3.77332 -4.16590 0.75475
H 1.89450 -5.24823 1.17940
H -0.12563 -5.99239 2.41963
H -1.90792 -4.31959 2.92132
H -1.65852 -2.00693 1.98212
O -2.59042 0.12669 1.41789
S -2.46436 0.26965 -0.00835
O -1.78400 1.41147 -0.56346
N -1.80180 -0.99204 -0.73440
C -2.29697 -2.27346 -0.71297
C -3.55263 -2.68989 -0.30170
C -3.91173 -4.04064 -0.40510
C -3.04943 -4.97188 -0.92307
C -1.75528 -4.59048 -1.32819
C -0.78859 -5.49347 -1.81952
C 0.47020 -5.02539 -2.07987
C 0.76194 -3.67096 -1.91190
N -0.13170 -2.76762 -1.54296
C -1.37765 -3.23376 -1.22038
C -4.13457 0.44043 -0.64085
C -4.36707 0.24857 -1.99164
C -5.62909 0.48567 -2.50903
C -6.65236 0.90035 -1.66647
C -6.41695 1.06958 -0.30929
C -5.14732 0.85428 0.20735
H -4.23973 -1.96996 0.11827
H -4.88666 -4.35310 -0.05372
H -3.33524 -6.01193 -1.01134
H -1.05761 -6.52817 -1.98490
H 1.24428 -5.68499 -2.44698
H 1.74956 -3.29965 -2.13447
H -3.54181 -0.07727 -2.60884
H -5.81496 0.35369 -3.56646
H -7.63554 1.09019 -2.07605
H -7.21999 1.37036 0.34971
H -4.91981 0.99571 1.25551
O 2.13694 1.49992 1.31900
C 0.90803 1.38730 1.32133
O 0.25774 0.33927 0.96524
C 0.05603 2.57120 1.78408
C -0.66657 2.25849 3.09846
Ge 0.49855 1.76840 4.63578
C 1.50756 3.41500 5.06408
C 2.45155 3.86128 4.13644
C 3.16539 5.03055 4.35297
C 2.94362 5.77878 5.50062
C 1.99918 5.35574 6.42368
C 1.28367 4.18774 6.20072
C -0.73370 1.10615 6.03872
C -1.86149 0.39098 5.63472
C -2.69970 -0.21032 6.56218
C -2.43108 -0.09517 7.91846
C -1.31821 0.61874 8.33742
C -0.47493 1.20412 7.40404
C 1.75628 0.27284 4.34717
C 3.10397 0.46216 4.06018
C 3.92814 -0.61403 3.77156
C 3.42395 -1.90509 3.81668
C 2.09355 -2.11061 4.14940
C 1.26396 -1.02701 4.39463
H -0.67802 2.74796 0.99804
H 0.70524 3.44120 1.89109
H -1.36920 1.45333 2.90436
H -1.24148 3.13661 3.40634
H 2.62579 3.28736 3.23200
H 3.89941 5.35717 3.62649
H 3.49844 6.69301 5.66925
H 1.82386 5.93565 7.32147
H 0.53391 3.87635 6.91839
H -2.08666 0.29578 4.57811
H -3.56084 -0.77594 6.22746
H -3.08207 -0.56492 8.64474
H -1.10287 0.70911 9.39492
H 0.40531 1.73858 7.74206
H 3.51904 1.45975 4.05596
H 4.96416 -0.44083 3.50759
H 4.06682 -2.74927 3.59675
H 1.69972 -3.11768 4.22121
H 0.21948 -1.19388 4.63411
C 3.43866 -0.17268 -6.40597
Si 1.92198 -0.99559 -5.61269
C 2.49020 -2.54762 -4.69811
C 0.66185 -1.46883 -6.94147
C 1.15760 0.30452 -4.47797
Te -0.48753 -0.29763 -3.17705
C -1.76475 0.85412 -4.57790
Si -1.89229 2.75551 -4.52844
C -2.77109 3.39743 -2.98919
C -2.98381 3.17402 -6.03301
C -0.20842 3.58329 -4.81771
H 4.00411 -0.88441 -7.00938
H 4.11376 0.22293 -5.64560
H 3.15483 0.65490 -7.05621
H 3.14677 -3.14720 -5.32997
H 1.63633 -3.16958 -4.43262
H 3.04138 -2.30103 -3.78846
H 1.00390 -2.32537 -7.52338
H 0.48978 -0.64655 -7.63633
H -0.29288 -1.73358 -6.48475
H 0.76288 1.11323 -5.09040
H 1.94241 0.72968 -3.85322
H -2.77229 0.44891 -4.47721
H -1.39701 0.54105 -5.55693
H -3.84134 3.18950 -3.03611
H -2.64291 4.47606 -2.88465
H -2.38837 2.92890 -2.08649
H -3.89975 2.58139 -6.04027
H -2.46832 2.98566 -6.97567
H -3.27704 4.22512 -6.02393
H 0.53604 3.27418 -4.08481
H -0.30188 4.66909 -4.75544
H 0.18620 3.35199 -5.80840

These are the Mulliken partial charges, in e, on atoms 1 to 99: number 1, Fe, carries -0.980; number 2, C, carries -1.016; number 3, C, carries -1.146; number 4, C, carries -1.015; number 5, C, carries 0.248; number 6, N, carries 1.435; number 7, C, carries -0.854; number 8, C, carries 0.415; number 9, C, carries -0.809; number 10, C, carries -1.684; number 11, C, carries -0.655; number 12, C, carries 0.101; number 13, N, carries 1.431; number 14, C, carries 1.240; number 15, C, carries -0.800; number 16, C, carries -1.409; number 17, C, carries -1.055; number 18, C, carries -0.764; number 19, N, carries 1.122; number 20, H, carries 0.561; number 21, H, carries 0.474; number 22, H, carries 0.419; number 23, H, carries 0.388; number 24, H, carries 0.549; number 25, H, carries 0.505; number 26, H, carries 0.554; number 27, H, carries 0.428; number 28, H, carries 0.466; number 29, H, carries 0.607; number 30, H, carries 0.495; number 31, O, carries -1.028; number 32, S, carries 1.363; number 33, O, carries -0.802; number 34, N, carries 0.874; number 35, C, carries -0.241; number 36, C, carries -0.425; number 37, C, carries -1.113; number 38, C, carries -1.111; number 39, C, carries 1.218; number 40, C, carries -1.110; number 41, C, carries -1.764; number 42, C, carries -0.408; number 43, N, carries 1.337; number 44, C, carries -0.152; number 45, C, carries 0.001; number 46, C, carries -0.151; number 47, C, carries -0.679; number 48, C, carries -0.628; number 49, C, carries -0.724; number 50, C, carries -0.388; number 51, H, carries 0.555; number 52, H, carries 0.430; number 53, H, carries 0.441; number 54, H, carries 0.464; number 55, H, carries 0.552; number 56, H, carries 1.083; number 57, H, carries -0.068; number 58, H, carries 0.463; number 59, H, carries 0.382; number 60, H, carries 0.443; number 61, H, carries 0.474; number 62, O, carries -0.528; number 63, C, carries 0.106; number 64, O, carries 1.581; number 65, C, carries -0.878; number 66, C, carries -0.619; number 67, Ge, carries 1.714; number 68, C, carries 0.359; number 69, C, carries -0.235; number 70, C, carries -1.109; number 71, C, carries -0.498; number 72, C, carries -0.695; number 73, C, carries -0.696; number 74, C, carries -0.050; number 75, C, carries -0.061; number 76, C, carries -0.814; number 77, C, carries -0.401; number 78, C, carries -0.727; number 79, C, carries -0.379; number 80, C, carries 0.069; number 81, C, carries 0.037; number 82, C, carries -0.754; number 83, C, carries -0.572; number 84, C, carries -0.369; number 85, C, carries -0.380; number 86, H, carries 0.023; number 87, H, carries 0.388; number 88, H, carries -0.156; number 89, H, carries 0.617; number 90, H, carries 0.475; number 91, H, carries 0.438; number 92, H, carries 0.368; number 93, H, carries 0.415; number 94, H, carries 0.358; number 95, H, carries 0.340; number 96, H, carries 0.426; number 97, H, carries 0.372; number 98, H, carries 0.398; number 99, H, carries 0.348